(1)
{"formula": "C4H6O2", "method": "the ωB97M-V functional and the def2-TZVPD basis", "total_charge": 0, "e_lumo_ev": [0.053, 0.053], "orbital_gap_ev": [7.8, 7.8], "species": ["C", "C", "C", "C", "O", "O", "H", "H", "H", "H", "H", "H"], "coordinates": [[0.74952, -0.97635, -0.40485], [-1.33408, 0.34843, -0.63661], [-0.15498, 0.14042, 0.10950], [-0.49735, 0.18020, 1.45910], [0.54963, 1.62907, -0.56978], [-2.34500, 0.46256, -1.14656], [1.19286, 1.42418, -1.26583], [0.34509, -1.95635, -0.15327], [0.90367, -0.91297, -1.48113], [1.71205, -0.84668, 0.08751], [0.09394, -0.38481, 2.16524], [-1.21535, 0.89229, 1.83669]], "atomic_forces_ev_per_a": [[-0.047, 0.093, -0.006], [-1.033, 0.236, -0.424], [0.577, 0.097, 0.332], [-0.019, 0.011, -0.343], [-0.205, -0.449, 0.024], [0.871, -0.074, 0.399], [-0.076, 0.006, 0.088], [0.005, 0.056, -0.001], [-0.017, 0.015, 0.031], [-0.050, 0.008, -0.004], [0.026, 0.013, -0.047], [-0.033, -0.014, -0.049]], "lowdin_charge": [-0.024, -0.001, -0.542, 0.031, -0.174, 0.307, 0.014, 0.091, 0.086, 0.098, 0.056, 0.056]}

(2)
{"formula": "C4H6O2", "method": "the ωB97M-V functional and the def2-TZVPD basis", "total_charge": 0, "smiles": "O[C@H]1[C@H]2CO[C@@H]12", "e_lumo_ev": 0.976, "orbital_gap_ev": 10.4, "species": ["O", "C", "C", "C", "O", "C", "H", "H", "H", "H", "H", "H"], "coordinates": [[-0.58978, 0.99475, -1.58807], [-0.09986, 1.15581, -0.30016], [-0.32979, 0.12101, 0.84527], [-0.41308, -1.26057, 0.23869], [0.83382, -1.02410, -0.50389], [0.98372, 0.25877, 0.16127], [-0.17318, 0.17839, -1.91327], [-0.03956, 2.21760, -0.05133], [-0.42712, 0.24090, 1.91443], [-0.32500, -2.10642, 0.94343], [-1.30292, -1.42527, -0.38447], [1.88275, 0.64915, 0.63809]], "atomic_forces_ev_per_a": [[-0.181, -0.395, 0.142], [-0.042, -0.040, 0.421], [-0.283, 0.162, 0.242], [-0.170, 0.092, -0.057], [0.237, 0.120, 0.109], [0.246, 0.056, 0.097], [-0.138, 0.144, -0.086], [-0.016, -0.472, 0.289], [-0.524, 0.644, -0.113], [0.225, 0.461, -0.257], [0.422, -0.077, -0.231], [0.225, -0.696, -0.556]], "lowdin_charge": [0.003, -0.252, -0.117, -0.119, -0.080, -0.212, 0.097, 0.152, 0.128, 0.127, 0.121, 0.152]}

(3)
{"formula": "C4H6O2", "method": "the ωB97M-V functional and the def2-TZVPD basis", "total_charge": 0, "e_lumo_ev": 0.813, "orbital_gap_ev": 9.3, "species": ["C", "C", "C", "C", "O", "O", "H", "H", "H", "H", "H", "H"], "coordinates": [[-0.36324, 0.47233, 0.06568], [-1.62465, -0.26713, 0.40310], [1.87233, -0.09364, -0.37038], [0.88348, -0.02514, 0.55486], [0.21095, 0.60889, -1.70775], [1.57127, 0.17020, -1.63899], [-0.48216, 1.54549, 0.00191], [2.86727, -0.49067, -0.22930], [0.96563, -0.58591, 1.47673], [-2.29660, 0.37399, 0.98525], [-1.44288, -1.18079, 0.97299], [-2.16139, -0.52762, -0.51410]], "atomic_forces_ev_per_a": [[0.087, 0.711, -2.150], [-0.321, -0.054, -0.279], [-0.956, -0.143, 0.488], [1.566, -0.490, -0.290], [-0.484, -0.529, 1.957], [-0.176, 0.142, 0.100], [-0.145, 0.078, 0.359], [0.021, -0.005, -0.064], [0.064, 0.276, 0.085], [0.149, -0.032, -0.103], [0.115, 0.045, -0.179], [0.078, 0.001, 0.075]], "lowdin_charge": [-0.167, -0.052, -0.132, -0.090, -0.106, -0.074, 0.125, 0.129, 0.110, 0.084, 0.080, 0.092]}

(4)
{"formula": "C4H6O2", "method": "the ωB97M-V functional and the def2-TZVPD basis", "total_charge": 0, "smiles": "O=C[C@@H]1C[C@@H]1O", "e_lumo_ev": 0.771, "orbital_gap_ev": 10.7, "species": ["O", "C", "C", "C", "C", "O", "H", "H", "H", "H", "H", "H"], "coordinates": [[1.80256, 1.18694, 0.93428], [1.15977, 0.21037, 1.22682], [0.42850, -0.61547, 0.21903], [0.24897, -0.00829, -1.14517], [-0.94426, -0.24055, -0.26938], [-1.57953, 0.82218, 0.36886], [1.10516, -0.13475, 2.27880], [0.60586, -1.68457, 0.31289], [0.44279, -0.60767, -2.02811], [0.60519, 1.01730, -1.20123], [-1.59261, -1.09099, -0.49041], [-2.28240, 1.14550, -0.20638]], "atomic_forces_ev_per_a": [[-0.166, -0.114, 0.241], [0.020, 0.183, -0.052], [0.132, -0.128, -0.007], [0.051, 0.042, -0.175], [0.116, -0.319, -0.058], [-0.082, 0.097, -0.015], [0.018, 0.005, -0.116], [-0.008, 0.133, 0.019], [-0.217, -0.001, 0.112], [-0.102, -0.145, 0.028], [0.116, 0.200, -0.015], [0.124, 0.046, 0.037]], "lowdin_charge": [0.063, -0.225, -0.197, -0.048, -0.327, 0.002, 0.127, 0.139, 0.105, 0.113, 0.145, 0.102]}

(5)
{"formula": "C4H6O2", "method": "the ωB97M-V functional and the def2-TZVPD basis", "total_charge": 0, "smiles": "O[C@H]1CC=CO1", "e_lumo_ev": 0.991, "orbital_gap_ev": 9.7, "species": ["O", "C", "C", "C", "C", "O", "H", "H", "H", "H", "H", "H"], "coordinates": [[-2.12251, 0.49401, 0.14172], [-0.94148, -0.20668, 0.17338], [0.05579, -0.00476, -0.96844], [1.33084, -0.35906, -0.23975], [1.12004, -0.09928, 1.04887], [-0.17727, 0.21913, 1.34658], [-1.88349, 1.42654, 0.22406], [-1.20206, -1.27578, 0.26804], [-0.16352, -0.59658, -1.85769], [0.06467, 1.05831, -1.26962], [2.24330, -0.73168, -0.67849], [1.82349, -0.06863, 1.87359]], "atomic_forces_ev_per_a": [[0.003, 0.231, -0.028], [0.206, -0.083, -0.042], [-0.088, -0.067, -0.070], [0.085, 0.100, 0.107], [0.203, -0.147, -0.179], [-0.122, -0.247, -0.086], [-0.182, 0.034, -0.070], [0.153, 0.339, 0.174], [-0.088, -0.066, 0.183], [0.000, -0.216, 0.051], [0.043, 0.286, 0.019], [-0.214, -0.163, -0.059]], "lowdin_charge": [0.034, -0.404, -0.114, -0.077, -0.147, -0.031, 0.109, 0.167, 0.117, 0.126, 0.097, 0.123]}

(6)
{"formula": "C4H6O2", "method": "the ωB97M-V functional and the def2-TZVPD basis", "total_charge": 0, "smiles": "O=COC1CC1", "e_lumo_ev": 1.035, "orbital_gap_ev": 11.1, "species": ["O", "C", "O", "C", "C", "C", "H", "H", "H", "H", "H", "H"], "coordinates": [[-0.99117, -0.78133, 1.58958], [-1.47863, 0.26431, 1.26216], [-0.84542, 1.23806, 0.59248], [0.07344, 0.73121, -0.36110], [0.23109, -0.76128, -0.62059], [1.42334, 0.12490, -0.36995], [-2.52520, 0.49879, 1.45359], [0.05201, 1.46853, -1.16306], [0.23631, -1.53681, 0.14768], [-0.18113, -1.15140, -1.55203], [1.98306, -0.03343, 0.53660], [1.94976, 0.41591, -1.26197]], "atomic_forces_ev_per_a": [[-0.492, 0.487, 0.686], [-0.007, -0.389, 0.605], [0.169, -0.401, 0.693], [-0.337, -0.385, -0.617], [0.041, -0.221, -0.693], [0.494, 0.091, -0.147], [-0.144, 0.418, 0.111], [-0.658, -0.735, -0.330], [-0.776, 0.801, -0.255], [0.931, 0.235, -0.243], [0.137, -0.285, -0.007], [0.642, 0.385, 0.198]], "lowdin_charge": [0.064, -0.327, 0.026, -0.276, -0.106, -0.089, 0.144, 0.150, 0.099, 0.106, 0.112, 0.099]}

(7)
{"formula": "C4H6O2", "method": "the ωB97M-V functional and the def2-TZVPD basis", "total_charge": 0, "e_lumo_ev": [0.078, 0.078], "orbital_gap_ev": [8.1, 8.1], "species": ["O", "C", "C", "C", "C", "O", "H", "H", "H", "H", "H", "H"], "coordinates": [[-1.62479, 0.07482, -0.67773], [-0.30761, 0.32088, -0.33038], [0.89767, 0.07114, -1.28379], [0.69866, -0.81195, -0.14159], [-0.11508, 1.24640, 0.66899], [0.05462, 1.99309, 1.53134], [-1.75262, -0.86064, -0.44235], [1.71174, 0.79294, -1.37258], [0.46216, -0.22995, -2.23703], [1.39891, -0.66660, 0.68839], [-0.56185, -1.19620, 1.54378], [-0.86179, -0.73394, 2.05296]], "atomic_forces_ev_per_a": [[-0.054, -0.136, 0.039], [-0.002, 0.091, 0.099], [0.115, 0.138, -0.212], [0.293, -0.065, -0.120], [0.313, 0.800, 0.623], [-0.150, -0.810, -1.015], [-0.049, 0.136, -0.065], [-0.168, 0.050, 0.040], [0.113, 0.079, 0.108], [-0.113, -0.063, -0.079], [-0.191, 0.005, 0.367], [-0.107, -0.223, 0.215]], "lowdin_charge": [0.033, -0.608, -0.092, -0.097, -0.022, 0.255, 0.110, 0.105, 0.110, 0.066, 0.053, 0.087]}

(8)
{"formula": "C4H6O2", "method": "the ωB97M-V functional and the def2-TZVPD basis", "total_charge": 0, "e_lumo_ev": 0.847, "orbital_gap_ev": 9.5, "species": ["C", "C", "C", "O", "C", "O", "H", "H", "H", "H", "H", "H"], "coordinates": [[0.56044, 1.60751, -0.61776], [-0.15503, 0.31830, -0.33945], [0.19411, -0.84497, -0.88554], [-0.30520, -2.08069, -0.63436], [-0.87466, -1.40473, 2.29388], [-0.99337, -0.80537, 3.24964], [1.01647, 1.99619, 0.29666], [1.38159, 1.50903, -1.33390], [-0.10562, 2.37522, -1.02022], [-0.97287, 0.33374, 0.38002], [0.97478, -0.90770, -1.63427], [-0.72065, -2.09652, 0.24531]], "atomic_forces_ev_per_a": [[0.127, 0.152, -0.069], [0.049, -0.319, -0.020], [0.260, 0.264, -0.100], [-0.314, -0.150, 0.383], [-0.212, 0.720, 1.409], [0.185, -0.765, -1.205], [-0.128, 0.094, 0.004], [-0.148, -0.275, 0.007], [-0.044, -0.024, 0.142], [0.090, 0.104, -0.124], [0.061, 0.119, -0.044], [0.076, 0.081, -0.386]], "lowdin_charge": [-0.118, -0.180, -0.235, -0.029, 0.064, 0.082, 0.068, 0.072, 0.068, 0.077, 0.118, 0.013]}

(9)
{"formula": "C4H6O2", "method": "the ωB97M-V functional and the def2-TZVPD basis", "total_charge": 0, "e_lumo_ev": 0.651, "orbital_gap_ev": 8.5, "species": ["C", "C", "C", "C", "O", "O", "H", "H", "H", "H", "H", "H"], "coordinates": [[-2.80314, -0.77104, 0.35547], [-1.71314, -0.45701, -0.25919], [0.59440, 0.72449, -0.30840], [0.27955, -0.67228, -0.67696], [-2.44767, 0.67543, -0.33883], [0.83325, -1.70294, -0.05502], [-3.82539, -1.23596, 0.52283], [0.84844, 0.86904, 0.78642], [-0.30427, 1.29441, -0.34834], [1.41656, 1.38594, -0.76122], [0.28145, -0.90619, -1.72719], [1.53158, -1.60980, 0.66888]], "atomic_forces_ev_per_a": [[-1.537, -1.123, 0.257], [2.703, -1.553, -0.139], [2.056, 2.398, 1.875], [-2.559, 1.294, 0.236], [-0.048, 0.641, -0.242], [1.731, -1.762, 1.785], [1.952, 0.950, -0.402], [-0.282, -0.841, -0.840], [-0.621, 0.688, -0.519], [-0.976, -1.656, -0.211], [-0.549, 0.208, -0.418], [-1.868, 0.754, -1.382]], "lowdin_charge": [0.070, -0.224, -0.091, -0.293, -0.108, 0.000, 0.102, 0.107, 0.041, 0.110, 0.123, 0.162]}

(10)
{"formula": "C4H6O2", "method": "the ωB97M-V functional and the def2-TZVPD basis", "total_charge": 0, "smiles": "C=C=O.CC=O", "e_lumo_ev": 0.926, "orbital_gap_ev": 10.1, "species": ["C", "C", "O", "H", "H", "C", "C", "O", "H", "H", "H", "H"], "coordinates": [[-1.30230, -1.19184, 1.20971], [-1.51465, -1.47225, -0.05642], [-1.68114, -1.71566, -1.18466], [-1.28489, -1.99293, 1.93533], [-1.19527, -0.14873, 1.48356], [1.51498, 0.91146, -0.09478], [0.30558, 0.95672, -0.98051], [-0.77845, 1.34363, -0.60830], [1.23095, 1.13500, 0.93780], [2.25837, 1.63316, -0.45148], [1.99067, -0.06999, -0.16179], [0.45613, 0.61143, -2.02845]], "atomic_forces_ev_per_a": [[-0.044, -0.008, -0.184], [-0.063, -0.085, -0.575], [0.111, 0.116, 0.884], [-0.001, 0.090, -0.079], [-0.051, -0.185, -0.030], [0.015, -0.006, 0.083], [-0.214, 0.193, 0.093], [0.412, -0.167, -0.236], [0.124, -0.025, -0.212], [-0.119, 0.000, 0.030], [-0.075, -0.008, 0.041], [-0.094, 0.084, 0.185]], "lowdin_charge": [0.003, -0.289, 0.158, 0.059, 0.057, -0.056, -0.326, 0.023, 0.082, 0.083, 0.081, 0.125]}

So what do the calculations give for ΔE to the lowest compared entry with this formula, charge and spin? Going down the list: 100.6, 72.4, 117.1, 41.6, 29.4, 58.7, 134.1, 31.2, 162.4, 39.7 kcal per mole.
So what do the calculations give for calculated total energy? Going down the list: -8336.098, -8337.320, -8335.384, -8338.656, -8339.187, -8337.914, -8334.645, -8339.108, -8333.417, -8338.739 eV.